ORCA calculation (ωB97M-V with the def2-TZVPD basis set) on 4 unconnected molecules or ions with the total composition C27H52O13.

Its total energy is -2038.1380 hartree. The HOMO energy is -9.90 eV.

Structure (XYZ):
```
92
Properties=species:S:1:pos:R:3:forces:R:3:lowdin_charge:R:1
C 2.5079 1.6042 -5.1569 0.1 0.0 0.1 -0.116
C 2.4779 0.4776 -4.1295 0.0 -0.1 0.0 -0.266
C 1.4310 -0.5970 -4.4390 -0.1 0.1 0.0 -0.229
C 0.0720 -0.4030 -3.7763 -0.2 -0.4 0.0 -0.225
C -0.9614 -1.3743 -4.3525 0.0 0.0 0.2 -0.222
C -2.3005 -1.3633 -3.5985 0.2 0.1 -0.4 -0.211
C -3.4823 -1.6621 -4.5230 0.3 -0.3 0.1 -0.186
C -4.8014 -1.8539 -3.7611 0.3 0.2 -0.2 -0.102
C -6.0663 -1.3035 -4.4307 -0.3 -1.1 0.2 -0.396
C -7.2076 -1.1372 -3.3926 0.2 0.3 0.0 -0.059
C -7.9021 0.2219 -3.3899 -0.3 0.1 0.0 -0.193
O -9.2221 0.0537 -3.8918 0.0 0.0 -0.1 -0.159
C -9.8032 1.2756 -4.3246 0.0 -0.2 0.2 -0.282
C -11.2963 1.0870 -4.4829 -0.1 0.4 -0.1 -0.075
C -6.5863 -2.1741 -5.5850 -0.2 0.6 0.0 -0.057
O -5.8597 -1.6662 -6.7158 -0.5 0.0 0.0 0.070
C -5.8312 -0.3309 -6.4828 0.5 0.7 -0.7 -0.552
O -5.8286 0.5286 -7.3163 0.2 -0.7 0.6 0.169
O -5.7704 -0.1009 -5.1491 -0.4 0.4 0.0 0.069
H 3.3671 2.2543 -4.9861 0.0 0.1 0.0 0.066
H 1.6090 2.2208 -5.1022 0.0 0.0 -0.1 0.070
H 2.5928 1.2052 -6.1693 0.0 0.0 0.0 0.070
H 3.4618 0.0065 -4.0819 0.0 0.0 0.0 0.100
H 2.2942 0.8880 -3.1321 0.0 0.0 0.0 0.102
H 1.8074 -1.5841 -4.1578 0.0 0.0 0.0 0.109
H 1.2603 -0.6356 -5.5204 0.1 0.0 0.0 0.109
H -0.2835 0.6261 -3.8800 0.0 0.0 0.0 0.118
H 0.1314 -0.6132 -2.7021 0.2 0.2 0.0 0.104
H -0.5289 -2.3786 -4.2980 -0.1 0.0 -0.2 0.115
H -1.1150 -1.1564 -5.4126 -0.1 0.0 0.0 0.114
H -2.4322 -0.3714 -3.1557 -0.1 -0.1 0.2 0.116
H -2.2642 -2.1067 -2.7985 0.0 0.1 0.2 0.115
H -3.5467 -0.8525 -5.2480 -0.1 0.0 0.0 0.114
H -3.2318 -2.5677 -5.0838 -0.1 0.0 -0.1 0.122
H -4.9520 -2.9233 -3.5961 -0.1 0.0 0.2 0.130
H -4.7060 -1.3946 -2.7743 0.0 0.1 0.0 0.116
H -6.8394 -1.3615 -2.3921 0.1 0.0 -0.1 0.115
H -7.9794 -1.8772 -3.6075 0.0 0.0 0.1 0.125
H -7.9566 0.6256 -2.3726 0.0 0.0 0.0 0.127
H -7.3721 0.9488 -4.0075 0.1 0.0 0.0 0.121
H -9.3389 1.5876 -5.2664 0.1 0.0 0.0 0.122
H -9.6165 2.0488 -3.5691 0.1 0.1 -0.1 0.119
H -11.5350 0.1546 -4.9905 0.1 -0.1 0.1 0.077
H -11.8002 1.1355 -3.5183 0.0 -0.2 0.0 0.074
H -11.6940 1.9037 -5.0906 0.0 0.0 0.0 0.075
H -7.6372 -1.9063 -5.7387 0.0 -0.2 -0.1 0.140
H -6.5106 -3.2495 -5.4665 0.4 0.0 -0.1 0.145
C 6.9331 -0.9203 0.6504 -0.1 -0.1 -0.1 -0.062
C 5.9036 0.1540 0.9221 0.2 0.1 0.1 -0.205
O 4.7079 -0.0450 0.1470 0.0 0.0 -0.1 0.027
C 3.8720 -0.9665 0.6160 0.0 0.1 0.0 -0.640
O 4.0109 -1.6103 1.6223 0.0 -0.1 0.1 0.127
O 2.8305 -1.0393 -0.2137 0.0 0.0 -0.1 -0.016
C 1.8544 -2.0208 0.1420 -0.2 0.0 0.0 -0.032
H 7.1441 -0.9829 -0.4176 0.0 0.0 0.0 0.082
H 7.8594 -0.6896 1.1763 0.0 0.0 0.0 0.081
H 6.5796 -1.8939 0.9869 0.0 0.0 0.0 0.076
H 6.2714 1.1301 0.6132 -0.1 0.0 -0.1 0.124
H 5.6445 0.2062 1.9790 -0.1 -0.1 0.0 0.121
H 1.5343 -1.8916 1.1739 0.0 0.0 0.0 0.097
H 2.2452 -3.0270 -0.0001 0.1 0.0 0.1 0.100
H 1.0122 -1.8594 -0.5250 0.0 0.0 0.0 0.084
C 1.8053 1.7177 6.4975 0.1 -0.1 -0.1 -0.055
C 1.7013 3.0616 5.8116 -0.1 0.0 0.3 -0.206
O 2.4091 3.0676 4.5613 0.0 0.1 0.0 0.036
C 1.7834 2.4759 3.5468 0.1 0.0 0.0 -0.614
O 0.6842 1.9883 3.5751 -0.1 0.0 0.0 0.126
O 2.5912 2.5120 2.4884 0.0 0.0 -0.1 0.013
C 2.0822 1.8391 1.3337 0.0 0.0 -0.2 -0.023
H 2.8506 1.4272 6.6067 0.0 0.0 0.1 0.064
H 1.3553 1.7613 7.4891 0.0 0.0 0.0 0.083
H 1.2959 0.9449 5.9235 0.0 0.0 0.0 0.079
H 2.1826 3.8377 6.4032 0.1 0.0 -0.1 0.122
H 0.6636 3.3509 5.6496 0.0 -0.1 -0.1 0.123
H 1.0916 2.2029 1.0701 0.0 0.0 0.1 0.102
H 2.0433 0.7682 1.5186 -0.1 0.0 0.0 0.086
H 2.7781 2.0459 0.5267 0.1 0.0 0.1 0.098
C 7.0173 0.9258 11.1100 -0.1 0.1 -0.1 -0.065
C 6.8471 -0.5139 10.6772 0.2 0.0 0.2 -0.212
O 5.8301 -0.6519 9.6719 0.0 0.0 0.0 0.037
C 6.2041 -0.3251 8.4369 -0.1 -0.1 0.0 -0.616
O 7.3005 0.0345 8.0976 0.1 0.1 0.0 0.124
O 5.1523 -0.4754 7.6333 -0.1 0.0 0.0 0.003
C 5.3961 -0.1252 6.2686 -0.1 0.0 -0.2 -0.044
H 6.0622 1.3398 11.4348 0.0 0.0 0.1 0.081
H 7.7235 0.9858 11.9380 0.0 0.0 0.0 0.080
H 7.3944 1.5367 10.2911 0.0 0.0 0.0 0.076
H 6.4997 -1.1276 11.5058 -0.1 0.0 0.0 0.122
H 7.7818 -0.9344 10.3081 0.0 0.0 -0.1 0.123
H 6.2638 -0.6520 5.8785 0.0 0.0 0.0 0.096
H 5.5436 0.9501 6.1753 0.1 0.0 0.0 0.098
H 4.5095 -0.4209 5.7154 0.0 0.0 0.1 0.091
```
Positions in Å, forces in eV/Å.